The following is a DFT calculation (the ωB97M-V functional and the def2-TZVPD basis) of a cluster of 8 separate species, C9H37BN15O7S in total.

As for the calculated total energy: -2136.517704 Eh. Its multiplicity is 1. The charge is -1.

Element x y z (Å)
C: -0.52679 1.88525 0.38925
N: -1.01589 3.23674 0.68512
C: -2.48664 3.38086 0.49973
B: -3.45390 2.33288 1.32271
S: -4.93192 1.76169 0.14943
H: -0.95983 1.45454 -0.52432
H: 0.55665 1.95291 0.24957
H: -0.70024 1.21788 1.22964
H: -0.59950 3.84025 -0.01790
H: -2.73969 4.39892 0.81939
H: -2.71287 3.32893 -0.58067
H: -3.98881 2.89059 2.27929
H: -2.88917 1.35214 1.74149
H: -5.02297 2.82488 -0.66526
C: 2.19810 0.97559 -2.38709
O: 1.52563 0.37763 -1.56503
N: 3.30019 0.40579 -2.97816
N: 1.89702 2.24432 -2.76750
H: 3.87309 0.87839 -3.65091
H: 3.56178 -0.51465 -2.67036
H: 1.07609 2.65466 -2.35556
H: 2.42153 2.76294 -3.44472
C: -0.16239 -2.14481 -4.39784
O: -1.03510 -2.71263 -5.05325
N: -0.31369 -1.84569 -3.09207
N: 1.02298 -1.74928 -4.96057
H: 0.36843 -1.34118 -2.54862
H: -1.18997 -2.07576 -2.66181
H: 1.15855 -1.94493 -5.93320
H: 1.73119 -1.25554 -4.44984
C: -2.91473 0.62906 -4.21356
O: -1.84255 0.78277 -3.65541
N: -3.10223 -0.34794 -5.15545
N: -4.00013 1.40818 -3.92720
H: -3.96126 -0.49988 -5.64567
H: -2.31063 -0.95182 -5.31858
H: -3.89229 2.08433 -3.19182
H: -4.89819 1.28292 -4.35085
C: -1.31228 -1.61789 3.07806
O: -1.18229 -0.41777 2.95291
N: -2.38170 -2.16231 3.74444
N: -0.41874 -2.51656 2.56064
H: -2.52070 -3.14652 3.86002
H: -3.04879 -1.51984 4.12955
H: 0.38251 -2.14060 2.07527
H: -0.53078 -3.50703 2.65003
C: 3.16182 -0.68637 2.04190
O: 2.15627 -1.27920 2.41035
N: 4.32409 -0.72947 2.76274
N: 3.20279 0.03940 0.89901
H: 5.16209 -0.25878 2.48305
H: 4.31779 -1.26170 3.61166
H: 2.36620 0.09050 0.33606
H: 4.02529 0.51897 0.58860
C: -1.34289 2.14711 5.80036
O: -1.16083 1.06298 6.33851
N: -1.71991 2.31156 4.51490
N: -1.17421 3.32183 6.51161
H: -1.86865 3.20765 4.09074
H: -1.83580 1.48176 3.94777
H: -0.89853 3.24169 7.47038
H: -1.31486 4.22908 6.11170
C: 4.14125 -4.01701 -0.34820
O: 4.90351 -3.08476 -0.54998
N: 4.42148 -5.28541 -0.79251
N: 2.96281 -3.88406 0.31901
H: 3.81411 -6.06846 -0.64753
H: 5.28097 -5.41662 -1.28988
H: 2.71790 -2.96907 0.65875
H: 2.33015 -4.64401 0.47771

Cartesian forces (eV/Å) of the 2 atoms listed first:
0.2 0.4 0.1
-0.2 -0.1 -0.2